A molecular structure, C15H17BrN4O3S2 in a non-equilibrium geometry, computed with ωB97M-V/def2-TZVPD.

Computed properties:
lowest unoccupied orbital energy	-1.05	eV
highest occupied orbital energy	-9.076	eV
net charge	0
ΔE to the lowest compared entry with this formula, charge and spin	349.8	kcal/mol
maximum force	17.82	eV Å⁻¹
Kohn-Sham gap	0.295	hartree

XYZ file:
```
42
Properties=species:S:1:pos:R:3:lowdin_charge:R:1
O -2.85174 1.99903 -0.55277 -0.028
C -1.93922 2.83458 -0.87109 -0.523
N -0.75941 2.34088 -1.02969 0.137
C -0.35091 0.92436 -0.95155 -0.341
N 0.98941 0.40693 -1.19573 0.034
N 0.94762 -0.96266 -0.88463 -0.077
C -0.15965 -1.49225 -0.58109 -0.575
S -1.64216 -0.37894 -0.77439 1.075
S -0.68762 -3.29515 -0.72118 0.692
O -0.52709 -3.68684 -1.99480 -0.216
O -2.10814 -3.37199 0.08995 -0.397
N 0.39352 -4.05042 0.21666 -0.277
C 0.51916 -3.79732 1.58673 -0.235
H -0.79847 -3.94808 1.98468 0.198
H 0.91982 -4.69223 2.02469 0.101
C 0.86185 -2.53211 2.46658 -0.063
C 2.33550 -1.90632 1.88709 -0.132
H 2.09741 -1.26212 1.13755 0.060
C 3.03018 -2.96640 1.26430 -0.332
C 2.85251 -3.42969 0.00782 -0.214
C 1.71766 -4.44068 -0.37081 -0.086
H 1.43784 -4.62132 -1.16792 -0.025
H 1.83729 -5.35840 0.22560 0.144
H 2.66950 -2.54338 -0.50633 0.075
H 3.59268 -3.99477 -0.75172 0.185
H 4.12530 -2.53875 1.36894 0.169
H 3.32108 -3.88245 1.95794 0.167
H 2.47606 -1.44341 2.66574 0.020
H 0.11227 -1.78085 2.24640 0.084
H 0.86639 -2.59133 3.47281 0.061
H 0.03885 2.80253 -1.14326 0.085
C -2.05405 4.10382 -1.05257 -0.213
C -1.23961 4.99244 -1.63096 -0.088
C -1.29973 6.32142 -1.73084 -0.685
C -2.44294 6.88523 -1.05992 -0.029
C -3.59905 6.11174 -0.32384 0.069
C -3.20326 4.71677 -0.47932 0.035
H -3.87277 4.13922 0.48581 0.198
H -4.28761 6.51410 0.14707 -0.002
H -2.77204 7.86153 -0.99422 0.057
Br -0.15349 7.55505 -2.55035 0.785
H -0.39297 4.45821 -1.91739 0.107
```



A molecular structure, C15H17CdI2N2OTe, computed with ωB97M-V/def2-TZVPD.

Computed properties:
lowest unoccupied orbital energy	-3.03	eV
highest occupied orbital energy	-10.180	eV
net charge	+1
maximum force	0.52	eV Å⁻¹
Kohn-Sham gap	0.263	hartree

XYZ file:
```
39
Properties=species:S:1:pos:R:3:lowdin_charge:R:1
Cd 0.48764 0.59044 1.17436 1.209
I 2.51797 0.33180 -6.01677 0.889
C 2.35383 0.61397 -3.95925 -0.746
C 2.54845 1.87615 -3.41308 -0.218
C 2.44551 2.04560 -2.04416 -0.650
I 2.68968 3.94317 -1.21440 0.920
C 2.16510 0.97641 -1.17895 -0.478
O 2.13165 1.16265 0.13596 -0.369
C 1.94326 -0.28574 -1.75938 -0.204
C 1.58657 -1.46901 -0.90416 -0.145
N 0.25658 -1.30382 -0.22187 -0.125
C -0.84462 -1.04456 -1.16416 -0.139
C -1.94581 -0.16543 -0.60915 -0.257
C -3.23119 -0.24359 -1.12150 -0.002
C -4.19190 0.64779 -0.68012 -0.024
C -3.85088 1.59761 0.27231 -0.036
C -2.55951 1.60320 0.75182 -0.135
N -1.62578 0.73996 0.32285 -0.022
C 2.04437 -0.45293 -3.13823 -0.130
H 2.77318 2.72147 -4.04805 0.085
H 2.32501 -1.61732 -0.11600 0.122
H 1.57062 -2.36695 -1.52471 0.123
H 0.05576 -2.16210 0.27976 0.110
H -1.27310 -1.97249 -1.54667 0.135
H -0.42494 -0.51352 -2.02167 0.132
H -3.46736 -0.99284 -1.86602 0.126
H -5.19869 0.60453 -1.07636 0.124
H -4.56979 2.31644 0.63816 0.118
H -2.24758 2.32051 1.50036 0.106
H 1.88311 -1.43593 -3.56560 0.102
C 1.54753 -0.00763 4.86424 -0.422
Te -0.30322 0.27032 3.86121 1.180
C -0.72291 -1.79931 3.60416 -0.437
H 2.18616 -0.65238 4.27003 0.013
H 1.33713 -0.44711 5.83474 0.015
H 2.00545 0.96996 4.98549 0.011
H -0.96591 -2.22171 4.57419 0.012
H 0.14778 -2.29071 3.18101 0.006
H -1.57916 -1.88691 2.93957 0.002
```



Please write out number 1 again, unchanged.
A molecular structure, C15H17BrN4O3S2 in a non-equilibrium geometry, computed with ωB97M-V/def2-TZVPD.

Computed properties:
lowest unoccupied orbital energy	-1.05	eV
highest occupied orbital energy	-9.076	eV
net charge	0
ΔE to the lowest compared entry with this formula, charge and spin	349.8	kcal/mol
maximum force	17.82	eV Å⁻¹
Kohn-Sham gap	0.295	hartree

XYZ file:
```
42
Properties=species:S:1:pos:R:3:lowdin_charge:R:1
O -2.85174 1.99903 -0.55277 -0.028
C -1.93922 2.83458 -0.87109 -0.523
N -0.75941 2.34088 -1.02969 0.137
C -0.35091 0.92436 -0.95155 -0.341
N 0.98941 0.40693 -1.19573 0.034
N 0.94762 -0.96266 -0.88463 -0.077
C -0.15965 -1.49225 -0.58109 -0.575
S -1.64216 -0.37894 -0.77439 1.075
S -0.68762 -3.29515 -0.72118 0.692
O -0.52709 -3.68684 -1.99480 -0.216
O -2.10814 -3.37199 0.08995 -0.397
N 0.39352 -4.05042 0.21666 -0.277
C 0.51916 -3.79732 1.58673 -0.235
H -0.79847 -3.94808 1.98468 0.198
H 0.91982 -4.69223 2.02469 0.101
C 0.86185 -2.53211 2.46658 -0.063
C 2.33550 -1.90632 1.88709 -0.132
H 2.09741 -1.26212 1.13755 0.060
C 3.03018 -2.96640 1.26430 -0.332
C 2.85251 -3.42969 0.00782 -0.214
C 1.71766 -4.44068 -0.37081 -0.086
H 1.43784 -4.62132 -1.16792 -0.025
H 1.83729 -5.35840 0.22560 0.144
H 2.66950 -2.54338 -0.50633 0.075
H 3.59268 -3.99477 -0.75172 0.185
H 4.12530 -2.53875 1.36894 0.169
H 3.32108 -3.88245 1.95794 0.167
H 2.47606 -1.44341 2.66574 0.020
H 0.11227 -1.78085 2.24640 0.084
H 0.86639 -2.59133 3.47281 0.061
H 0.03885 2.80253 -1.14326 0.085
C -2.05405 4.10382 -1.05257 -0.213
C -1.23961 4.99244 -1.63096 -0.088
C -1.29973 6.32142 -1.73084 -0.685
C -2.44294 6.88523 -1.05992 -0.029
C -3.59905 6.11174 -0.32384 0.069
C -3.20326 4.71677 -0.47932 0.035
H -3.87277 4.13922 0.48581 0.198
H -4.28761 6.51410 0.14707 -0.002
H -2.77204 7.86153 -0.99422 0.057
Br -0.15349 7.55505 -2.55035 0.785
H -0.39297 4.45821 -1.91739 0.107
```



Repeat the first record exactly.
A molecular structure, C15H17BrN4O3S2 in a non-equilibrium geometry, computed with ωB97M-V/def2-TZVPD.

Computed properties:
lowest unoccupied orbital energy	-1.05	eV
highest occupied orbital energy	-9.076	eV
net charge	0
ΔE to the lowest compared entry with this formula, charge and spin	349.8	kcal/mol
maximum force	17.82	eV Å⁻¹
Kohn-Sham gap	0.295	hartree

XYZ file:
```
42
Properties=species:S:1:pos:R:3:lowdin_charge:R:1
O -2.85174 1.99903 -0.55277 -0.028
C -1.93922 2.83458 -0.87109 -0.523
N -0.75941 2.34088 -1.02969 0.137
C -0.35091 0.92436 -0.95155 -0.341
N 0.98941 0.40693 -1.19573 0.034
N 0.94762 -0.96266 -0.88463 -0.077
C -0.15965 -1.49225 -0.58109 -0.575
S -1.64216 -0.37894 -0.77439 1.075
S -0.68762 -3.29515 -0.72118 0.692
O -0.52709 -3.68684 -1.99480 -0.216
O -2.10814 -3.37199 0.08995 -0.397
N 0.39352 -4.05042 0.21666 -0.277
C 0.51916 -3.79732 1.58673 -0.235
H -0.79847 -3.94808 1.98468 0.198
H 0.91982 -4.69223 2.02469 0.101
C 0.86185 -2.53211 2.46658 -0.063
C 2.33550 -1.90632 1.88709 -0.132
H 2.09741 -1.26212 1.13755 0.060
C 3.03018 -2.96640 1.26430 -0.332
C 2.85251 -3.42969 0.00782 -0.214
C 1.71766 -4.44068 -0.37081 -0.086
H 1.43784 -4.62132 -1.16792 -0.025
H 1.83729 -5.35840 0.22560 0.144
H 2.66950 -2.54338 -0.50633 0.075
H 3.59268 -3.99477 -0.75172 0.185
H 4.12530 -2.53875 1.36894 0.169
H 3.32108 -3.88245 1.95794 0.167
H 2.47606 -1.44341 2.66574 0.020
H 0.11227 -1.78085 2.24640 0.084
H 0.86639 -2.59133 3.47281 0.061
H 0.03885 2.80253 -1.14326 0.085
C -2.05405 4.10382 -1.05257 -0.213
C -1.23961 4.99244 -1.63096 -0.088
C -1.29973 6.32142 -1.73084 -0.685
C -2.44294 6.88523 -1.05992 -0.029
C -3.59905 6.11174 -0.32384 0.069
C -3.20326 4.71677 -0.47932 0.035
H -3.87277 4.13922 0.48581 0.198
H -4.28761 6.51410 0.14707 -0.002
H -2.77204 7.86153 -0.99422 0.057
Br -0.15349 7.55505 -2.55035 0.785
H -0.39297 4.45821 -1.91739 0.107
```